Record 1
19
Properties=species:S:1:pos:R:3:forces:R:3 method="wB97M-V/def2-TZVPD" homo_lumo_gap_ev=8.46 e_tot_ha=-415.1697
C -2.3171 -0.5379 0.8609 -0.902 0.463 6.060
C -0.6460 0.9250 -0.4360 0.037 -3.020 -2.389
C 0.7052 1.2909 -0.9657 1.529 3.337 -0.934
C 0.4688 0.9686 0.4352 3.198 -0.873 1.688
C 1.8949 -1.2017 0.1837 -4.882 -1.298 -3.822
H -3.0138 -1.0468 1.6068 0.720 0.700 -1.402
H -1.5907 0.2704 1.4394 -1.995 -2.122 -1.895
H -1.0611 -0.7052 -1.9674 -0.419 2.192 3.874
H -1.3441 1.6148 -0.2540 -2.737 2.978 0.144
H 0.8338 2.4829 -0.7621 0.143 -2.793 -2.383
H 1.4147 0.5749 -1.5730 -1.827 1.877 1.050
H 0.7206 1.7547 1.1109 -0.932 0.684 0.431
H 1.8821 0.0869 1.7129 -2.975 -0.184 -2.023
H 3.4017 -0.8943 0.1537 -4.801 -1.631 -0.011
H -0.1319 -1.9836 -0.6860 5.078 0.230 1.379
N -2.1915 -0.9946 -0.2958 0.425 1.003 0.477
N -1.2127 -0.3122 -0.8903 1.941 -1.830 -6.558
N 1.0808 -0.1705 0.9604 6.052 -3.825 3.288
N 1.1063 -2.1223 -0.6336 2.349 4.112 3.025



Record 2
20
Properties=species:S:1:pos:R:3:forces:R:3 method="wB97M-V/def2-TZVPD" homo_lumo_gap_ev=10.11 e_tot_ha=-490.6682 smiles="c1c[nH]nn1.C=NCCO"
C -4.0008 -2.1050 0.5800 0.855 0.009 -1.086
C -2.6307 -2.1737 0.4961 -0.171 -0.905 1.305
N -2.2189 -1.0064 0.9811 1.881 0.710 1.320
N -3.2472 -0.2027 1.2993 1.019 0.040 -0.268
N -4.3014 -0.8483 0.9953 -1.901 -0.450 0.127
H -4.6689 -2.8777 0.2326 -0.406 0.412 0.251
H -1.9459 -3.0035 0.5024 -0.021 -0.083 -0.665
H -1.2612 -0.8158 1.3578 -1.503 0.190 -1.042
C -0.5641 1.6217 -0.9145 0.170 0.063 0.195
N -0.1311 0.8156 -0.0419 -2.026 -0.594 -0.585
C 1.0650 0.9028 0.6791 2.976 4.060 -2.185
C 2.2260 0.2624 -0.1936 -0.832 -0.434 1.262
O 3.4781 0.3611 0.4839 0.417 -0.274 -1.172
H -0.0061 2.5301 -1.2852 -0.414 -0.661 0.475
H -1.5874 1.4354 -1.3201 0.944 0.149 0.114
H 1.0696 0.3434 1.5768 -0.297 -0.229 1.145
H 1.2826 2.1006 0.8550 -0.029 -2.916 0.018
H 2.3543 0.7201 -1.2022 -0.734 -0.493 0.579
H 1.9665 -0.8355 -0.1558 0.019 0.938 -1.011
H 4.0544 -0.0300 -0.2119 0.053 0.468 1.224



Record 3
21
Properties=species:S:1:pos:R:3:forces:R:3 method="wB97M-V/def2-TZVPD" homo_lumo_gap_ev=7.55 e_tot_ha=-565.8528 smiles="C/N=c1/n(O)cc(NC)n1O"
C 3.1542 -1.4152 0.1587 -0.042 -0.231 0.066
N 2.6021 -0.0950 0.0937 -0.076 0.597 -0.257
C 1.3876 0.1924 0.0782 -1.853 -2.462 0.566
N 0.8259 1.4065 0.0864 0.154 0.400 0.340
O 1.5306 2.5460 -0.2925 -0.329 -0.195 -0.264
C -0.5749 1.3997 0.0971 -0.260 -0.180 -0.320
C -1.0184 0.1273 0.1839 -0.268 0.348 -0.426
N -2.2974 -0.3595 0.3173 0.101 -0.446 0.092
C -3.4166 0.4814 -0.0209 0.033 -0.016 -0.128
N 0.0472 -0.7637 0.3012 3.009 1.926 0.019
O -0.0287 -2.0005 -0.3352 -0.102 -0.060 -0.131
H 3.6743 -1.6254 -0.7795 0.024 -0.153 0.111
H 2.4101 -2.1929 0.3493 0.043 -0.012 -0.044
H 3.8885 -1.4311 0.9672 0.041 -0.105 -0.108
H 2.3775 2.4992 0.1760 -0.109 -0.252 0.116
H -1.0931 2.3327 0.0959 -0.205 0.163 0.145
H -2.3755 -1.3432 0.0955 -0.016 0.187 0.029
H -3.5455 0.6216 -1.1025 0.004 0.023 0.060
H -4.3233 0.0484 0.4004 0.003 0.080 -0.060
H -3.2574 1.4586 0.4294 -0.136 0.073 0.069
H 0.0329 -1.8873 -1.2995 -0.016 0.315 0.126



Record 4
25
Properties=species:S:1:pos:R:3:forces:R:3 method="wB97M-V/def2-TZVPD" homo_lumo_gap_ev=7.81 e_tot_ha=-1133.1928 total_charge=-1
C -1.8790 1.0358 0.0326 1.402 -0.623 2.107
C 0.2803 1.8486 1.1272 -0.296 1.803 0.831
C -1.6383 -1.0938 -1.1453 -0.896 0.120 1.175
C -0.6146 0.5932 0.8128 1.584 1.796 -2.780
C 0.3669 -0.3714 -0.0196 -0.891 3.848 0.588
N -2.3318 0.1733 -0.8523 -1.000 -1.615 -1.723
N -0.2800 -0.7076 -1.2776 1.876 -0.846 -1.161
N 1.5777 0.5494 -0.2376 2.377 -2.725 -0.587
N 1.3129 1.8294 0.0841 0.640 0.285 1.873
O 2.7838 -2.3270 2.0073 0.317 0.918 -0.518
O 2.5531 -2.1861 -0.5373 -0.013 0.853 0.027
O -2.5188 1.9712 0.4453 -0.768 1.417 -0.148
O 4.7071 -1.4536 0.5817 0.818 0.201 -1.359
O 2.7636 0.0176 0.9061 -2.281 0.309 -1.301
P 3.1032 -1.5938 0.7346 -0.694 -1.251 0.703
H -0.1271 2.9255 1.0024 -0.451 -2.080 0.415
H 0.7939 1.8731 2.1231 -0.746 -0.662 -0.505
H -1.7201 -1.7251 -0.2341 -0.469 -0.198 -0.365
H -2.1025 -1.6893 -2.0131 0.941 1.368 1.060
H -1.0440 0.0978 1.6149 -0.384 -0.799 1.993
H 0.7102 -1.2050 0.5351 0.165 -0.794 0.496
H -3.2794 0.3194 -1.1323 -0.396 0.020 -0.215
H 0.2260 -1.5077 -1.6416 0.511 0.126 -0.183
H 4.8518 -1.2459 -0.3781 -0.103 -0.284 1.304
H 2.1650 2.2988 0.5442 -1.241 -1.187 -1.726



Record 5
21
Properties=species:S:1:pos:R:3:forces:R:3 method="wB97M-V/def2-TZVPD" homo_lumo_gap_ev="5.70 / 6.09" spin_multiplicity=3 e_tot_ha=-1211.6777
C -1.9202 0.1695 0.9601 0.418 0.016 1.056
C -0.9001 0.6387 -0.9457 0.418 -0.514 -1.575
C -1.9552 1.0270 -0.1277 0.223 0.499 -1.074
C 1.1540 -2.3718 0.0701 -1.431 2.790 -1.286
C 0.9750 -0.9452 -0.4999 -3.402 -2.895 -0.706
N -0.9042 -0.6755 0.8778 -0.286 -0.326 0.048
N -0.3457 -0.4289 -0.3048 2.381 -0.366 -0.003
N -2.9008 2.0279 -0.3102 0.521 -1.200 -4.316
N 2.3231 0.2627 0.3688 -0.480 1.257 3.135
S 1.7256 1.2237 1.6541 0.521 -0.378 -0.539
S 3.1692 0.9942 -0.8184 -0.425 2.352 -2.027
H -2.4448 0.2376 1.9009 -0.397 -0.093 -0.205
H -0.4954 0.7911 -2.0098 -1.106 0.346 1.909
H 0.6397 -2.5201 1.0024 -0.085 -0.106 0.178
H 2.1776 -2.3670 0.1377 2.585 -1.056 0.531
H 0.8017 -2.9683 -0.7418 -0.205 -1.215 -0.168
H 1.4228 -0.7747 -1.4858 -0.500 0.059 0.388
H -3.0125 2.5246 0.4714 -0.797 2.343 3.740
H -2.6453 2.6771 -1.0616 -0.212 -0.500 0.385
H 0.9255 0.2941 2.2915 0.570 0.181 -0.809
H 2.0851 1.7886 -1.5056 1.688 -1.193 1.336



Record 6
20
Properties=species:S:1:pos:R:3:forces:R:3 method="wB97M-V/def2-TZVPD" homo_lumo_gap_ev=7.97 e_tot_ha=-469.9294 total_charge=+1 smiles="C=CN1N=C(N)CC(=[NH2+])N1"
C -2.9558 -0.3876 -1.4995 -2.094 -1.194 -0.982
C -2.3799 -1.0865 -0.5286 -3.057 1.428 -1.137
N -1.1307 -0.8758 -0.2111 8.563 2.909 0.744
N -0.3833 -1.3664 0.7755 0.407 -0.891 2.222
C 0.6677 -0.8604 1.3603 -1.454 -0.415 0.598
N 1.2033 -1.3907 2.5735 -2.335 0.764 -4.572
C 1.3005 0.4374 0.9390 -1.623 -0.124 2.073
C 0.7309 0.9101 -0.3312 0.565 0.847 1.275
N 1.3173 2.0503 -0.7559 0.862 -2.298 3.169
N -0.3502 0.3639 -0.8049 -0.917 -0.567 -0.498
H -3.9721 -0.5359 -1.9109 0.534 -0.144 1.133
H -2.4345 0.2039 -2.1897 1.007 0.822 -0.593
H -2.9004 -1.6228 0.2235 -0.423 -0.916 0.280
H 1.8626 -0.8015 2.9934 0.939 -0.134 1.166
H 0.8190 -2.2833 2.7803 0.355 -0.469 1.088
H 1.0575 1.2157 1.7310 0.075 -0.700 -0.782
H 2.3543 0.3337 1.0039 1.162 0.030 -0.672
H 1.1054 2.4239 -1.6029 -0.478 1.672 -2.753
H 2.1113 2.3897 -0.1620 -1.155 -0.337 -1.348
H -0.6309 0.7726 -1.6752 -0.934 -0.285 -0.413



Record 7
17
Properties=species:S:1:pos:R:3:forces:R:3 method="wB97M-V/def2-TZVPD" homo_lumo_gap_ev=6.34 e_tot_ha=-326.3433 total_charge=-1
C 0.6517 -2.0096 -0.4946 -0.051 -0.174 -0.511
O 0.1489 -2.8896 -1.3609 -0.280 0.092 0.101
C -0.3486 -0.8696 -0.0841 -0.940 -0.207 0.523
C 0.2851 0.4254 0.3251 -0.806 -1.219 1.659
C -0.2741 1.7312 0.5085 1.523 1.260 -2.981
C -0.9404 1.2881 1.6482 -0.469 -0.035 0.318
N 0.2456 2.7763 -0.0728 -1.184 -0.161 1.278
H 1.5514 -1.4790 -0.9082 0.190 0.055 0.332
H 0.9427 -2.4778 0.4826 0.374 0.213 0.043
H -0.9267 -1.2197 0.7773 0.298 -0.322 0.091
H -1.1633 -0.8231 -0.8164 0.517 0.538 -0.491
H 0.6213 -0.0760 -2.5166 0.003 0.102 -0.007
H 1.3284 0.3497 0.6245 0.072 0.080 -0.198
H -0.9754 1.8989 2.5479 0.421 -0.157 0.080
H -1.7637 0.5994 1.5256 0.151 -0.102 -0.020
H -0.1768 3.5948 0.3827 0.168 0.113 -0.138
H 0.6661 0.6588 -2.3844 0.011 -0.075 -0.079